(1)
{"formula": "C19H40IrNP3S", "method": "the ωB97M-V functional and the def2-TZVPD basis", "species": ["Ir", "P", "P", "P", "H", "C", "C", "H", "C", "C", "C", "C", "C", "C", "C", "C", "C", "H", "H", "H", "H", "H", "H", "H", "H", "H", "H", "H", "H", "H", "H", "H", "H", "H", "H", "H", "H", "H", "H", "H", "H", "H", "H", "H", "H", "H", "C", "C", "C", "C", "C", "C", "S", "H", "H", "H", "H", "H", "H", "C", "C", "N", "H", "H", "H"], "coordinates": [[0.294, -0.631, 0.144], [-0.941, -2.608, 0.204], [1.682, -1.238, -1.608], [-1.210, 0.224, -1.245], [1.883, 0.062, 2.583], [0.887, 0.398, 2.248], [-0.287, -0.398, 2.344], [-0.287, -1.353, 2.886], [-0.440, -3.882, 1.404], [-0.882, -3.537, -1.368], [-2.715, -2.440, 0.584], [3.024, -0.013, -1.490], [2.534, -2.860, -1.434], [1.259, -1.335, -3.385], [-2.699, 0.876, -0.371], [-2.051, -0.648, -2.651], [-0.386, 1.570, -2.210], [0.779, 1.490, 2.349], [-1.261, 0.111, 2.319], [-0.243, -3.405, 2.371], [0.471, -4.371, 1.035], [-1.230, -4.638, 1.528], [0.144, -3.794, -1.642], [-1.331, -2.960, -2.180], [-1.452, -4.466, -1.228], [-2.860, -1.726, 1.404], [-3.076, -3.426, 0.909], [-3.295, -2.116, -0.286], [3.782, -0.225, -2.257], [3.480, -0.080, -0.494], [2.638, 1.004, -1.634], [3.231, -2.936, -2.278], [1.845, -3.708, -1.468], [3.090, -2.909, -0.494], [2.149, -1.675, -3.938], [0.967, -0.355, -3.784], [0.456, -2.062, -3.571], [-2.875, 1.921, -0.690], [-2.572, 0.847, 0.725], [-3.591, 0.273, -0.646], [-2.665, 0.080, -3.212], [-2.737, -1.449, -2.343], [-1.330, -1.060, -3.367], [-1.024, 2.461, -2.241], [-0.263, 1.201, -3.238], [0.601, 1.874, -1.822], [-0.489, 4.580, 1.258], [0.108, 5.633, 0.528], [-0.176, 6.954, 0.858], [-1.067, 7.257, 1.903], [-1.525, 6.216, 2.724], [-1.246, 4.878, 2.414], [-0.564, 2.977, 0.518], [0.446, 2.134, 0.968], [0.765, 5.402, -0.322], [0.244, 7.797, 0.302], [-1.418, 8.293, 2.082], [-2.134, 6.452, 3.596], [-1.639, 4.047, 3.001], [3.112, -3.434, 2.545], [2.367, -2.445, 1.807], [1.774, -1.725, 1.105], [3.273, -4.351, 1.952], [2.584, -3.716, 3.467], [4.094, -3.036, 2.834]], "s2": 6.03, "total_charge": 3, "homo_energy_ev": [-12.4811, -17.5883], "fmax_ev_per_a": 4.0, "homo_lumo_gap_ev": [3.41, 4.82], "multiplicity": 5}

(2)
{"formula": "C5H8N2O", "method": "the ωB97M-V functional and the def2-TZVPD basis", "species": ["C", "C", "C", "C", "C", "H", "H", "H", "H", "H", "H", "H", "H", "N", "N", "O"], "coordinates": [[-0.181, 1.682, 0.459], [-0.192, 0.915, -0.672], [-1.614, -0.715, 0.108], [1.074, 0.066, -0.920], [2.305, -0.084, -1.233], [-1.150, 2.358, 0.554], [-0.135, 1.242, 1.641], [0.566, 2.506, 0.188], [-0.063, 1.527, -1.681], [-2.536, -1.345, 0.083], [0.394, -0.668, 0.593], [0.512, -3.359, 1.784], [3.289, -0.146, -1.625], [-1.426, 0.272, -0.670], [-0.624, -1.353, 0.708], [-0.218, -2.898, 0.685]], "total_charge": 0, "homo_energy_ev": -8.7850, "fmax_ev_per_a": 9.9, "homo_lumo_gap_ev": 8.08}

(3)
{"formula": "C26H33BrIrNPSe", "method": "the ωB97M-V functional and the def2-TZVPD basis", "species": ["Ir", "C", "C", "C", "C", "N", "C", "C", "C", "C", "C", "C", "C", "H", "H", "H", "H", "H", "H", "H", "H", "Se", "Br", "C", "C", "C", "C", "C", "C", "H", "H", "H", "H", "C", "C", "C", "P", "C", "C", "C", "C", "C", "C", "H", "H", "H", "H", "H", "H", "H", "H", "H", "H", "H", "H", "H", "H", "H", "H", "H", "H", "H", "H", "H"], "coordinates": [[0.515, -1.712, -0.521], [-3.429, -1.722, 1.566], [-3.039, -1.760, 2.934], [-1.709, -1.862, 3.217], [-0.741, -1.930, 2.198], [-1.142, -1.848, 0.853], [-2.453, -1.759, 0.608], [0.657, -2.015, 2.413], [1.260, -2.029, 3.696], [2.622, -1.932, 3.843], [3.448, -1.847, 2.731], [2.881, -1.914, 1.455], [1.520, -1.987, 1.276], [-4.468, -1.642, 1.284], [-3.781, -1.687, 3.717], [-1.375, -1.881, 4.244], [-2.742, -1.696, -0.437], [0.633, -2.083, 4.576], [3.053, -1.911, 4.837], [4.516, -1.721, 2.838], [3.551, -1.893, 0.602], [2.235, -2.690, -1.782], [-3.673, -1.521, -5.851], [-2.409, -1.773, -4.424], [-2.657, -2.718, -3.451], [-1.779, -2.835, -2.385], [-0.668, -2.003, -2.251], [-0.401, -1.146, -3.322], [-1.263, -1.004, -4.395], [-3.531, -3.349, -3.509], [-1.971, -3.605, -1.651], [0.518, -0.573, -3.344], [-1.044, -0.299, -5.183], [-2.059, 1.674, 0.464], [-1.035, 2.012, -0.617], [-1.603, 1.656, -1.987], [0.549, 1.059, -0.255], [1.243, 2.047, 1.204], [0.791, 3.499, 1.371], [0.998, 1.278, 2.501], [1.692, 1.630, -1.639], [1.888, 3.132, -1.833], [3.039, 0.934, -1.475], [-2.993, 2.208, 0.289], [-1.699, 1.937, 1.456], [-2.268, 0.607, 0.458], [-0.822, 3.086, -0.589], [-1.842, 0.595, -2.033], [-0.901, 1.885, -2.786], [-2.519, 2.219, -2.172], [2.326, 2.046, 1.024], [-0.250, 3.554, 1.682], [0.914, 4.087, 0.466], [1.395, 3.962, 2.152], [-0.062, 1.089, 2.662], [1.378, 1.839, 3.355], [1.504, 0.318, 2.471], [1.227, 1.231, -2.548], [2.446, 3.562, -1.005], [0.938, 3.652, -1.942], [2.464, 3.298, -2.744], [3.586, 1.315, -0.614], [3.653, 1.074, -2.363], [2.891, -0.137, -1.337]], "total_charge": -1, "homo_energy_ev": [-3.1120, -3.0811], "fmax_ev_per_a": 2.8, "homo_lumo_gap_ev": [5.75, 5.68]}

(4)
{"formula": "C6H7Br4N2O2", "method": "the ωB97M-V functional and the def2-TZVPD basis", "species": ["O", "C", "O", "C", "N", "C", "N", "C", "Br", "C", "H", "H", "H", "H", "H", "H", "C", "Br", "Br", "Br", "H"], "coordinates": [[4.829, -0.757, -0.526], [3.785, -0.203, -0.396], [3.623, 1.012, 0.206], [2.494, -0.893, -0.829], [1.274, -0.137, -0.532], [0.375, -0.499, 0.370], [-0.589, 0.420, 0.392], [-0.296, 1.392, -0.525], [-1.321, 2.894, -0.861], [0.876, 1.049, -1.117], [4.066, 1.709, -0.299], [2.529, -1.142, -1.887], [2.438, -1.829, -0.274], [0.386, -1.381, 0.988], [-1.426, 0.411, 0.979], [1.442, 1.548, -1.883], [-4.878, -0.836, 1.180], [-3.385, -0.190, 2.245], [-6.402, -1.149, 2.286], [-5.250, 0.366, -0.269], [-4.571, -1.780, 0.754]], "total_charge": 1, "homo_energy_ev": -13.1111, "fmax_ev_per_a": 0.9, "homo_lumo_gap_ev": 9.94}

(5)
{"formula": "CH4N2P2", "method": "the ωB97M-V functional and the def2-TZVPD basis", "species": ["C", "N", "N", "P", "P", "H", "H", "H", "H"], "coordinates": [[0.022, -0.066, 0.107], [-1.108, 0.274, 0.923], [1.015, 0.710, -0.485], [-1.710, -0.729, -0.336], [1.665, -0.817, 0.003], [-1.171, -0.355, 1.716], [1.147, 0.989, -2.183], [-2.229, 0.255, -1.088], [2.368, -0.261, 1.344]], "total_charge": 0, "homo_energy_ev": [-8.8307, -8.8443], "fmax_ev_per_a": 4.2, "homo_lumo_gap_ev": [7.84, 7.76]}

(6)
{"formula": "C14H16N4O2PdS4", "method": "the ωB97M-V functional and the def2-TZVPD basis", "species": ["Pd", "C", "C", "O", "C", "C", "C", "N", "N", "C", "O", "C", "C", "C", "C", "C", "C", "H", "H", "H", "H", "H", "H", "H", "H", "H", "H", "H", "H", "S", "C", "S", "S", "N", "C", "N", "S", "H", "H", "H", "H"], "coordinates": [[0.371, -1.758, -0.327], [2.756, -1.559, 3.619], [1.866, -0.988, 2.546], [2.143, -1.176, 1.346], [0.744, -0.235, 2.987], [-0.230, 0.306, 2.163], [-1.318, 1.139, 2.770], [-0.271, 0.087, 0.844], [-1.136, 0.789, 0.147], [-1.568, 0.289, -1.015], [-1.381, -0.900, -1.371], [-2.320, 1.229, -1.863], [-2.687, 2.485, -1.386], [-3.294, 3.387, -2.235], [-3.535, 3.052, -3.558], [-3.204, 1.791, -4.026], [-2.604, 0.878, -3.182], [3.608, -2.068, 3.176], [2.187, -2.270, 4.211], [3.105, -0.772, 4.280], [0.627, -0.100, 4.052], [-1.166, 1.262, 3.837], [-2.279, 0.662, 2.592], [-1.355, 2.115, 2.293], [-2.483, 2.742, -0.359], [-3.566, 4.365, -1.870], [-3.981, 3.776, -4.221], [-3.403, 1.529, -5.054], [-2.326, -0.103, -3.531], [0.570, -4.130, -1.333], [0.934, -3.803, 0.315], [-0.370, -3.456, 1.388], [2.506, -4.059, 0.855], [2.698, 0.588, -0.748], [2.629, -0.626, -1.320], [3.577, -1.532, -1.043], [1.511, -0.897, -2.567], [3.208, 0.700, 0.117], [1.927, 1.214, -0.929], [4.029, -1.503, -0.139], [3.479, -2.448, -1.461]], "s2": 6.05, "total_charge": 0, "homo_energy_ev": [-7.8118, -8.2107], "fmax_ev_per_a": 2.0, "homo_lumo_gap_ev": [7.66, 5.73], "multiplicity": 5}